[1]
ORCA calculation (ωB97M-V/def2-TZVPD) on a molecular structure, C41H55BrN6OPrSSi at a distorted geometry.

Output
E_tot = -5777.61220 Eh
HOMO energy (spin up / spin down) = -8.9403 / -8.9236 eV
orbital gap (spin up / spin down) = 4.88 / 4.87 eV
total charge = +1
spin multiplicity = 3
relative energy (zero: lowest compared OMol25 entry of this formula, charge and spin) = 258.4 kJ/mol

CARTESIAN COORDINATES (ANGSTROEM)
Pr1 -0.1537 2.4388 -0.4012
N1 -4.1474 1.1496 1.8152
C1 -3.0495 1.6822 1.2776
S1 -1.9128 0.5727 0.5835
N2 -2.9726 2.9966 1.3050
N3 -1.9383 3.6495 0.7104
C2 -1.9469 4.9792 0.5928
C3 -2.8748 5.6777 1.5564
C4 -4.0332 6.4113 1.2122
C5 -4.9104 6.8732 2.2117
C6 -4.4977 6.7275 3.5206
C7 -3.4288 5.9332 3.8797
C8 -2.6867 5.3571 2.8498
C9 -1.0485 5.6093 -0.3294
C10 -0.9545 7.0428 -0.3035
C11 -0.0352 7.6509 -1.1621
C12 0.6830 6.8447 -2.0521
C13 0.6011 5.4814 -1.9613
N4 -0.0745 4.8782 -0.9438
H1 -4.4387 0.1963 1.6464
H2 -4.7111 1.7164 2.4857
H3 -4.1865 6.5817 0.1787
H4 -5.9053 7.2089 1.9947
H5 -5.0547 7.2182 4.3109
H6 -3.2590 5.6962 4.9184
H7 -1.9401 4.5787 3.0344
H8 -1.6263 7.6328 0.3632
H9 0.1324 8.7112 -1.1647
H10 1.4036 7.2658 -2.7651
H11 1.0433 4.7897 -2.6853
O1 -2.1471 2.5794 -2.2598
C14 -2.5640 2.5176 -3.6560
C15 -2.3286 1.1152 -4.2800
C16 -1.0046 0.4689 -3.7903
C17 0.3111 1.1925 -3.7697
C18 0.9354 1.5460 -4.9807
C19 2.1350 2.2453 -4.9489
C20 2.7613 2.5040 -3.7036
C21 2.0784 2.1085 -2.5489
N5 0.8235 1.5968 -2.5819
H12 -2.9008 2.4279 -1.6573
H13 -2.0478 3.3046 -4.2291
H14 -3.6625 2.6647 -3.7283
H15 -2.3881 1.2354 -5.3768
H16 -3.1902 0.4521 -4.0182
H17 -0.8122 -0.3648 -4.4731
H18 -1.1913 0.1231 -2.7307
H19 0.4165 1.3270 -5.9229
H20 2.5622 2.5958 -5.8546
H21 3.7380 2.9418 -3.6118
H22 2.5149 2.2174 -1.5606
C22 1.5198 2.4382 1.7140
C23 1.4502 1.4585 2.7605
C24 2.5547 0.5827 3.0259
C25 2.6145 -0.2956 4.1146
C26 1.4669 -0.4920 4.9332
C27 0.3489 0.3149 4.6596
C28 0.3176 1.2199 3.6489
C29 1.3618 -1.5852 5.7852
N6 1.4767 -2.5607 6.4483
H23 2.5331 2.6018 1.2740
H24 1.1406 3.3908 2.0795
H25 3.3931 0.6856 2.3385
H26 3.5630 -0.7503 4.3486
H27 -0.4231 0.3232 5.4244
H28 -0.6045 1.8247 3.5828
C30 3.5115 -3.8230 -1.6596
C31 3.1215 -4.5148 -0.2944
C32 3.8425 -3.7600 0.8376
C33 3.6233 -5.9728 -0.2056
Si1 1.2063 -4.4621 -0.0601
Br1 0.9932 -2.2180 -0.1487
C34 0.2439 -5.1038 -1.5825
C35 0.6539 -6.5326 -1.9109
C36 -1.3087 -5.1241 -1.3554
C37 0.4034 -4.2840 -2.8602
C38 0.4261 -4.8316 1.6620
C39 1.2014 -4.2969 2.9079
C40 0.3986 -6.3882 1.7817
C41 -1.0058 -4.2430 1.8061
H29 4.6162 -3.7985 -1.7505
H30 3.1205 -2.7287 -1.7174
H31 3.2141 -4.4103 -2.5466
H32 4.9116 -3.6900 0.6044
H33 3.7363 -4.2429 1.8176
H34 3.4736 -2.7386 0.9653
H35 4.6964 -5.9057 -0.2379
H36 3.3249 -6.5902 -1.0246
H37 3.3121 -6.4317 0.7476
H38 0.5719 -7.2697 -1.0719
H39 1.6648 -6.6731 -2.2350
H40 -0.0181 -6.8500 -2.6704
H41 -1.6509 -5.9222 -0.7071
H42 -1.6898 -5.3018 -2.4118
H43 -1.6095 -4.1131 -1.0021
H44 1.4483 -4.2521 -3.2644
H45 0.0731 -3.2995 -2.7042
H46 -0.2066 -4.6936 -3.6782
H47 2.1739 -4.6627 3.1309
H48 0.5458 -4.5384 3.7191
H49 1.1809 -3.1775 2.8554
H50 1.3602 -6.8675 1.7839
H51 -0.2338 -6.8835 1.0134
H52 -0.0693 -6.6166 2.7202
H53 -1.0048 -3.1828 1.6150
H54 -1.2943 -4.4176 2.8047
H55 -1.7871 -4.6941 1.1931

Here are the Löwdin charges for atoms 1 to 99, given in e: 0.983, 0.093, -0.835, 0.634, 0.019, -0.091, -0.146, -0.210, -0.010, -0.055, -0.087, -0.042, -0.059, -0.178, 0.049, -0.015, -0.042, -0.090, -0.010, 0.102, 0.140, 0.100, 0.105, 0.111, 0.112, 0.120, 0.138, 0.116, 0.125, 0.115, -0.179, -0.181, -0.146, -0.123, -0.238, 0.015, -0.014, -0.017, -0.131, -0.026, 0.094, 0.126, 0.131, 0.119, 0.129, 0.128, 0.125, 0.135, 0.107, 0.113, 0.115, -0.240, -0.311, -0.044, -0.013, -0.262, -0.063, -0.056, -0.209, 0.146, 0.047, 0.036, 0.103, 0.112, 0.120, 0.103, -0.115, -0.630, -0.127, -0.083, 0.466, 0.510, -0.629, -0.099, -0.088, -0.131, -0.596, -0.084, -0.085, -0.104, 0.080, 0.061, 0.057, 0.086, 0.069, 0.037, 0.078, 0.052, 0.081, 0.093, 0.058, 0.073, 0.069, 0.097, 0.078, 0.076, 0.023, 0.087, 0.060

---

[2]
ORCA calculation (ωB97M-V/def2-TZVPD) on 2 unconnected molecules or ions with the total composition H2 at a distorted geometry.

Output
E_tot = -0.91137 Eh
HOMO energy = -9.4201 eV
orbital gap = 5.75 eV
relative energy (zero: lowest compared OMol25 entry of this formula, charge and spin) = 655.1 kJ/mol

CARTESIAN COORDINATES (ANGSTROEM)
H1 -0.6797 0.1151 1.2048
H2 0.6797 -0.1151 -1.2048

Charges per atom according to Löwdin partitioning, unit e: 0.000, 0.000

---

[3]
ORCA calculation (ωB97M-V/def2-TZVPD) on 2 unconnected molecules or ions with the total composition C4H11ClN3 at a distorted geometry.

Output
E_tot = -783.13327 Eh
HOMO energy (spin up / spin down) = -13.1367 / -13.1369 eV
orbital gap (spin up / spin down) = 8.32 / 8.32 eV
total charge = +1
relative energy (zero: lowest compared OMol25 entry of this formula, charge and spin) = 197.1 kJ/mol

CARTESIAN COORDINATES (ANGSTROEM)
C1 0.2239 -0.2673 -1.9119
C2 0.7889 0.1591 -0.5831
C3 0.0510 1.2983 0.0620
C4 -2.1466 -0.5090 1.2545
N1 -0.2796 -1.7444 1.5275
N2 -1.4524 -1.5205 0.9518
N3 0.5153 2.0869 1.0433
Cl1 -1.9842 0.5996 2.6045
H1 0.4956 0.1920 -2.9941
H2 -0.8424 -0.2082 -1.8928
H3 0.4190 -1.3419 -2.0853
H4 0.8390 -0.6494 0.2160
H5 1.8361 0.3111 -0.6004
H6 -0.8960 1.5855 -0.4514
H7 -3.0670 -0.4594 0.6329
H8 0.0434 -2.7418 1.7651
H9 1.3937 1.8855 1.4630
H10 -0.1371 -1.1565 2.2710
H11 -0.1416 2.8420 1.3036

Charges per atom according to Löwdin partitioning, unit e: -0.102, -0.227, -0.044, -0.620, -0.006, -0.088, 0.205, 0.631, 0.144, 0.050, 0.088, 0.119, 0.116, 0.158, 0.097, 0.172, 0.136, 0.018, 0.151

---

[4]
ORCA calculation (ωB97M-V/def2-TZVPD) on 7 unconnected molecules or ions with the total composition C36H56N4O14P at a distorted geometry.

Output
E_tot = -3018.18939 Eh
HOMO energy (spin up / spin down) = -10.7974 / -10.7974 eV
orbital gap (spin up / spin down) = 2.22 / 1.15 eV
total charge = +2
spin multiplicity = 2

CARTESIAN COORDINATES (ANGSTROEM)
C1 -0.4803 -7.0175 2.6472
C2 -0.2845 -5.5315 2.1798
C3 -1.7111 -4.7801 2.1741
C4 -1.8256 -3.2960 2.2985
C5 -1.0741 -2.8897 3.4623
C6 0.3984 -3.2793 3.6073
N1 0.5596 -4.7923 3.2452
O1 1.8227 -5.4197 3.4412
C7 0.9320 -3.0554 4.9620
C8 1.1955 -2.3265 2.6707
C9 0.4026 -5.5104 0.8240
H1 0.5351 -7.4136 2.6605
H2 -1.1253 -7.4142 1.8631
H3 -0.9453 -7.2000 3.6159
H4 -2.1882 -5.2346 3.0424
H5 -2.3816 -5.2018 1.4253
H6 -2.8628 -2.9959 2.4477
H7 -1.5370 -2.7067 1.4282
H8 -1.5859 -3.2026 4.3725
H9 -1.2281 -1.8114 3.5021
H10 0.8921 -1.9979 5.2231
H11 1.9520 -3.4093 5.1120
H12 0.2850 -3.6243 5.6297
H13 1.0549 -2.4586 1.5979
H14 2.2804 -2.2461 2.7394
H15 0.9000 -1.3086 2.9247
H16 0.0092 -6.2119 0.0883
H17 1.4425 -5.8322 0.8815
H18 0.5075 -4.5353 0.3483
C10 -1.0329 3.2412 -4.8888
C11 0.0404 2.6652 -3.8232
N2 0.8270 1.4951 -4.1766
C12 1.5641 0.6548 -3.3405
C13 2.1322 -0.3769 -4.1239
N3 1.8543 -0.1255 -5.3714
C14 1.0684 1.0112 -5.3808
C15 2.1974 -0.9511 -6.4895
H19 -1.3214 2.4103 -5.5327
H20 -0.5761 3.8972 -5.6298
H21 -1.9354 3.6616 -4.4450
H22 -0.1392 2.5626 -2.7531
H23 0.8037 3.4432 -3.8126
H24 1.7380 0.7458 -2.2785
H25 2.6148 -1.3059 -3.8581
H26 0.6615 1.4437 -6.2829
H27 2.9228 -0.4710 -7.1463
H28 1.3275 -1.3068 -7.0416
H29 2.6762 -1.8538 -6.1102
N4 0.2494 0.5443 1.0200
O2 -0.3908 -0.3781 0.5672
O3 0.1873 0.8031 2.2168
O4 0.9345 1.1571 0.2405
C16 4.7745 2.5482 2.7518
C17 3.4229 2.3274 2.9113
C18 3.0187 2.3583 4.2174
C19 3.7470 2.6483 5.3640
C20 5.1574 2.6895 5.1337
C21 5.5665 2.7304 3.8231
O5 6.9094 3.0473 3.6039
O6 1.6316 2.1935 4.2885
H30 5.2484 2.4938 1.7829
H31 2.7709 2.0139 2.1094
H32 3.2911 2.5578 6.3389
H33 5.8767 2.8363 5.9259
H34 6.9747 3.6528 2.8618
H35 1.3449 1.9751 3.3987
C22 -0.5870 -2.8607 -3.3869
C23 -0.7129 -1.7926 -2.5561
C24 -1.6341 -0.7254 -2.7039
C25 -2.5990 -0.7660 -3.8046
C26 -2.4250 -1.8865 -4.7100
C27 -1.4865 -2.8691 -4.5055
O7 -1.3728 -3.9066 -5.3790
O8 -1.7540 0.1451 -1.7045
H36 0.0661 -3.6780 -3.1188
H37 0.0081 -1.7132 -1.7560
H38 -3.3905 -0.0519 -3.9778
H39 -3.0042 -1.9641 -5.6182
H40 -0.6979 -3.7484 -6.0432
H41 -1.1157 0.0220 -0.9982
C28 -4.6313 -0.0769 0.6008
C29 -5.4119 -0.8942 1.3719
C30 -5.0395 -1.1416 2.7158
C31 -3.9172 -0.5312 3.2896
C32 -3.1602 0.3414 2.5199
C33 -3.5673 0.5207 1.1637
O9 -2.8831 1.4495 0.4252
O10 -5.8361 -1.9839 3.4322
H42 -4.8343 -0.0122 -0.4579
H43 -6.2924 -1.3760 0.9730
H44 -3.6093 -0.7076 4.3096
H45 -2.2938 0.8512 2.9146
H46 -2.7269 1.0229 -0.4205
H47 -6.0697 -1.4226 4.1752
C34 2.4598 4.2508 -0.2531
O11 1.7803 4.6557 -1.3871
P1 0.9178 5.9608 -1.3802
O12 1.5838 7.2447 -1.0658
O13 0.1866 6.0695 -2.8870
C35 -0.3995 7.2201 -3.3627
O14 -0.3669 5.6751 -0.2973
C36 -1.1730 4.5601 -0.5340
H48 3.4295 3.8820 -0.5873
H49 1.9597 3.4919 0.3485
H50 2.6362 5.0655 0.4492
H51 -0.9932 7.0392 -4.2587
H52 0.2971 8.0296 -3.5809
H53 -1.1372 7.4935 -2.6083
H54 -1.3450 3.9134 0.3263
H55 -0.7842 3.9256 -1.3304
H56 -2.1514 4.9413 -0.8266

Here are the Löwdin charges for atoms 1 to 99, given in e: 0.005, -0.401, -0.105, -0.197, -0.167, -0.415, 0.187, 0.152, -0.020, 0.007, -0.020, 0.088, 0.102, 0.100, 0.121, 0.131, 0.125, 0.115, 0.140, 0.130, 0.123, 0.103, 0.104, 0.073, 0.105, 0.083, 0.104, 0.092, 0.076, -0.008, -0.113, -0.023, 0.027, -0.037, -0.100, -0.001, 0.017, 0.050, 0.084, 0.085, 0.105, 0.119, 0.126, 0.147, 0.167, 0.118, 0.104, 0.105, -0.615, -0.053, 0.017, 0.004, -0.040, -0.028, -0.310, 0.033, 0.021, -0.344, 0.019, 0.005, 0.119, 0.094, 0.118, 0.123, 0.096, 0.028, 0.058, 0.017, -0.198, 0.136, 0.056, -0.263, 0.103, 0.135, 0.139, 0.129, 0.134, 0.139, 0.134, 0.060, -0.040, 0.008, -0.334, -0.024, 0.023, -0.324, 0.029, 0.042, 0.121, 0.123, 0.122, 0.113, 0.043, 0.113, -0.113, -0.219, 0.528, -0.217, -0.264